{
  "formula": "C29H51FO24",
  "method": "wB97M-V/def2-TZVPD",
  "e_lumo_ev": [-3.46, -9.62],
  "homo_energy_ev": [-12.3, -12.3],
  "total_energy_ev": -82744.694,
  "charge": 1,
  "multiplicity": 2,
  "s2": 0.756,
  "symbols": ["C", "C", "O", "C", "O", "O", "H", "H", "H", "H", "C", "C", "O", "C", "O", "O", "H", "H", "H", "H", "C", "C", "O", "C", "O", "O", "C", "H", "H", "H", "H", "H", "H", "H", "H", "C", "C", "O", "C", "O", "O", "C", "H", "H", "H", "H", "H", "H", "H", "H", "C", "C", "O", "C", "O", "O", "C", "H", "H", "H", "H", "H", "H", "H", "H", "C", "C", "O", "C", "O", "O", "C", "H", "H", "H", "H", "H", "H", "H", "H", "C", "C", "O", "C", "O", "O", "C", "H", "H", "H", "H", "H", "H", "H", "H", "C", "C", "O", "C", "O", "O", "F", "H", "H", "H"],
  "coordinates": [[-18.694730, 14.235210, -13.723360], [-17.241410, 14.088130, -13.434130], [-16.756400, 15.186290, -12.726030], [-17.881990, 15.883430, -12.370270], [-17.816480, 16.934520, -11.781140], [-18.950810, 15.449610, -12.949150], [-19.233870, 13.381400, -13.312950], [-18.910830, 14.635520, -14.713890], [-16.687820, 13.965390, -14.365020], [-17.189490, 13.132120, -12.913110], [-20.013630, 19.303980, -12.116450], [-19.607080, 20.778880, -12.242910], [-19.140830, 20.780730, -13.545640], [-19.391380, 19.676660, -14.317430], [-19.141850, 19.431020, -15.528050], [-19.933780, 18.765320, -13.419140], [-20.920460, 19.216440, -11.518040], [-19.218260, 18.784740, -11.581770], [-18.843500, 21.094580, -11.532020], [-20.436040, 21.484650, -12.296130], [-22.880140, 20.978700, -16.767140], [-22.011370, 21.500120, -15.629200], [-22.236420, 20.716490, -14.421920], [-22.986460, 20.977290, -13.367870], [-23.556560, 22.014990, -13.127730], [-22.985340, 19.857160, -12.628170], [-23.616630, 20.004560, -11.314500], [-23.903100, 20.732290, -16.482640], [-22.446850, 20.046600, -17.129840], [-22.887540, 21.679580, -17.601900], [-22.234790, 22.530060, -15.350980], [-21.000350, 21.657010, -16.005130], [-24.699930, 19.964670, -11.428460], [-23.332620, 20.911530, -10.780800], [-23.406920, 19.215160, -10.592710], [-17.465480, 26.734970, -10.473290], [-16.245540, 25.848170, -10.189010], [-16.516680, 24.775840, -9.297350], [-16.985880, 23.510630, -9.714200], [-17.506290, 23.254780, -10.786740], [-16.685320, 22.622480, -8.706550], [-17.244960, 21.306330, -8.664900], [-17.464990, 27.484180, -9.681600], [-18.430210, 26.228560, -10.503910], [-17.179140, 27.264400, -11.382030], [-15.336290, 26.409140, -9.972940], [-15.983820, 25.301180, -11.094780], [-18.020540, 21.279090, -9.430290], [-17.797350, 21.183250, -7.733340], [-16.510350, 20.535690, -8.898490], [-11.464310, 15.938370, -17.752480], [-12.644630, 16.213120, -16.853220], [-13.105390, 17.526310, -17.182710], [-14.250830, 18.065890, -16.722090], [-14.454590, 19.243030, -16.891150], [-14.893320, 17.206920, -16.008060], [-16.131330, 17.514500, -15.404950], [-11.822780, 15.966450, -18.781470], [-10.894750, 15.012310, -17.674280], [-10.748890, 16.756530, -17.835420], [-12.338010, 16.073930, -15.816540], [-13.438220, 15.495350, -17.060870], [-16.444100, 18.547080, -15.560000], [-15.914920, 17.444520, -14.338940], [-16.859350, 16.732280, -15.619920], [-15.383300, 26.450940, -20.264020], [-14.782560, 25.703740, -19.130690], [-15.678630, 24.698090, -18.737660], [-15.387820, 23.758530, -17.881730], [-14.326960, 23.647060, -17.250680], [-16.512100, 23.068590, -17.612200], [-16.449390, 22.049520, -16.590890], [-14.644740, 27.159270, -20.639380], [-16.284650, 27.031830, -20.068480], [-15.714470, 25.800310, -21.073420], [-14.415990, 26.332180, -18.319030], [-13.972460, 25.118970, -19.566430], [-17.454400, 21.636100, -16.506450], [-16.021970, 22.337290, -15.630370], [-15.798550, 21.264980, -16.976920], [-21.784270, 18.704090, -21.896620], [-20.701940, 19.299510, -20.999470], [-19.426340, 19.221600, -21.659650], [-18.250350, 19.438670, -20.965540], [-17.233530, 19.591120, -21.612440], [-18.431150, 19.398860, -19.623290], [-17.405750, 19.684050, -18.729290], [-21.950670, 19.333670, -22.770710], [-22.663460, 18.572840, -21.265830], [-21.452710, 17.692850, -22.132320], [-20.683200, 18.672990, -20.107720], [-20.857840, 20.343140, -20.726270], [-17.656660, 19.367190, -17.717000], [-17.140420, 20.738500, -18.652840], [-16.399550, 19.307690, -18.913720], [-23.527140, 16.524380, -13.618850], [-22.115410, 16.336470, -14.091020], [-22.189090, 17.015050, -15.313090], [-23.451200, 17.060980, -15.757450], [-23.764680, 17.454680, -16.899420], [-24.305970, 16.630650, -14.780420], [-21.810300, 15.096590, -14.322590], [-23.655340, 17.461760, -13.077570], [-23.822160, 15.719050, -12.946170], [-21.407810, 16.760180, -13.378370]],
  "forces_ev_per_a": [[-0.25, 2.35, 0.34], [1.28, -2.74, -1.53], [-1.33, 0.08, 0.63], [2.15, 3.04, 0.27], [-0.05, -0.95, 0.21], [-2.12, -1.29, 0.19], [-0.53, 0.41, -0.58], [-0.33, -1.17, -0.24], [0.26, 0.09, 0.09], [0.88, 0.23, 0.56], [1.57, 0.37, 1.83], [-1.30, -0.76, -0.08], [2.10, 0.57, -4.39], [-0.05, -1.42, -0.07], [-0.78, 1.62, 4.96], [-0.60, 0.23, -2.10], [-0.37, -0.51, -0.96], [-0.13, -0.07, 0.26], [-0.02, 0.05, -0.26], [-0.18, -0.03, 0.76], [0.37, -0.52, 0.15], [-1.99, 1.86, 0.30], [1.95, -1.41, -1.12], [-0.45, 1.44, -0.67], [0.34, -0.73, 0.13], [-0.25, -0.08, 1.66], [-0.72, 0.22, 0.07], [0.03, 0.33, 0.17], [0.00, -0.08, -0.07], [-0.01, 0.11, 0.09], [-0.69, 0.11, -0.04], [0.58, -1.34, 0.89], [0.04, 0.36, -0.19], [0.02, 0.27, -0.59], [0.71, -0.57, -0.81], [1.48, 0.47, 0.89], [-1.13, -1.65, -2.47], [-0.45, -2.52, 1.43], [0.84, 0.82, -0.05], [0.69, 0.39, 1.69], [0.08, 1.73, -0.57], [-1.25, 0.59, -1.21], [-0.49, 0.11, 0.02], [0.32, -0.10, -0.29], [-0.61, 0.04, -0.21], [-0.26, -0.15, 0.98], [0.00, 0.34, -0.59], [0.03, -0.29, -0.21], [0.64, -0.08, 0.22], [0.09, 0.23, 0.38], [0.24, 0.66, -1.84], [0.21, -1.04, -0.07], [0.03, 0.67, -0.15], [2.63, 0.51, -0.21], [-0.94, 0.03, -0.16], [-0.91, -1.36, 0.01], [0.00, 0.36, 1.65], [-0.30, -0.37, -0.18], [-0.41, -0.05, 0.64], [0.10, 0.14, 0.87], [-0.32, 0.61, 0.25], [-0.02, -0.02, 0.07], [-0.21, -0.29, -0.57], [-0.25, -0.04, 0.19], [-0.02, 0.38, -0.48], [-0.95, 0.84, -0.83], [2.13, 0.30, -1.47], [-0.75, -1.96, 1.79], [-5.25, 0.82, -0.65], [1.00, -0.35, 0.21], [2.86, 1.32, -0.08], [0.39, -1.91, 0.23], [0.05, -0.13, -0.09], [0.11, 0.07, 0.68], [0.49, -0.24, -0.03], [-0.34, -0.21, 0.23], [0.63, 0.46, 0.18], [0.09, 0.34, 0.10], [-0.32, 0.72, -0.13], [-0.07, -0.22, 0.08], [0.85, 0.26, 0.63], [-0.10, -0.55, 0.36], [1.34, 0.24, 0.92], [-0.35, -0.27, -1.97], [-0.97, -0.03, 1.86], [-0.56, -0.13, -0.99], [1.97, 0.70, 1.01], [-0.22, -0.35, -0.02], [-0.25, 0.31, -0.28], [-0.07, 0.10, -0.48], [0.16, 0.27, 0.21], [-0.26, -0.02, 0.04], [-0.57, -0.19, -0.27], [-0.80, 0.44, -0.39], [-0.27, -0.89, -0.73], [-0.40, -0.09, 1.73], [-1.19, 2.90, 0.97], [1.12, 0.41, -0.53], [-1.76, 1.16, -3.70], [0.94, -1.46, 4.29], [0.30, 0.11, -1.48], [0.78, -3.08, -0.49], [0.38, 0.05, 0.13], [-0.35, -0.18, -0.40], [0.31, 0.27, -0.55]]
}